Run i
A structure of composition C16H22N4O2S. Source: OMol25; level of theory: ωB97M-V with the def2-TZVPD basis set.

Each line ends with the natural charge from an NBO analysis.
Geometry (Å):
C -2.550 0.077 -3.258  -0.613
C -2.214 0.932 -2.046  -0.372
C -2.645 0.318 -0.692  -0.258
C -4.169 0.239 -0.556  -0.583
C -2.088 -1.038 -0.552  0.322
N -1.662 -2.096 -0.413  -0.353
C -2.087 1.236 0.420  0.707
O -2.745 2.172 0.827  -0.621
N -0.837 0.946 0.845  -0.612
C -0.164 1.732 1.865  -0.288
C 0.261 0.839 2.996  -0.167
C 1.432 0.833 3.622  -0.215
C 2.593 1.751 3.341  -0.265
N 3.612 1.154 2.473  -0.634
C 3.235 0.871 1.161  0.715
O 3.026 1.750 0.358  -0.568
C 3.272 -0.584 0.725  -0.549
C 2.374 -0.890 -0.439  -0.221
C 1.904 -2.123 -0.783  -0.303
C 1.131 -2.068 -1.979  0.214
C 0.476 -3.247 -2.624  -0.644
N 1.026 -0.872 -2.505  -0.642
S 1.837 0.233 -1.610  0.682
H -2.213 0.578 -4.165  0.224
H -2.040 -0.886 -3.208  0.219
H -3.622 -0.099 -3.352  0.203
H -1.138 1.116 -2.021  0.222
H -2.706 1.906 -2.106  0.220
H -4.451 -0.095 0.441  0.226
H -4.587 1.230 -0.717  0.237
H -4.578 -0.457 -1.286  0.217
H -0.324 0.197 0.403  0.414
H 0.678 2.273 1.432  0.216
H -0.897 2.465 2.206  0.251
H -0.495 0.122 3.304  0.212
H 1.582 0.106 4.414  0.202
H 2.270 2.686 2.885  0.219
H 3.083 2.019 4.277  0.215
H 4.062 0.365 2.917  0.369
H 4.308 -0.787 0.425  0.257
H 3.047 -1.246 1.561  0.234
H 2.085 -3.027 -0.218  0.225
H 0.702 -4.164 -2.083  0.217
H -0.605 -3.116 -2.632  0.241
H 0.820 -3.350 -3.653  0.227

Properties
Highest occupied orbital energy ... -9.147 eV
Frontier orbital gap ... 9.6 eV
E_LUMO ... 0.46 eV

=====

Run ii
A structure of composition C16H22N4O2S. Source: OMol25; level of theory: ωB97M-V with the def2-TZVPD basis set.

Each line ends with the natural charge from an NBO analysis.
Geometry (Å):
C -1.518 -0.817 -2.449  -0.621
C -1.629 0.481 -1.658  -0.376
C -2.147 0.289 -0.215  -0.256
C -3.560 -0.288 -0.182  -0.585
C -1.237 -0.612 0.523  0.348
N -0.533 -1.285 1.134  -0.384
C -2.108 1.628 0.573  0.707
O -3.092 2.063 1.138  -0.618
N -0.898 2.217 0.600  -0.625
C -0.569 3.241 1.580  -0.267
C -0.518 2.623 2.955  -0.167
C 0.551 2.079 3.522  -0.192
C 1.934 2.020 2.934  -0.273
N 2.267 0.722 2.349  -0.595
C 2.098 0.455 1.034  0.717
O 1.828 1.322 0.212  -0.673
C 2.441 -0.971 0.644  -0.534
C 2.069 -1.360 -0.752  -0.199
C 1.794 -2.627 -1.181  -0.312
C 1.558 -2.659 -2.581  0.194
C 1.185 -3.885 -3.356  -0.644
N 1.656 -1.500 -3.189  -0.629
S 2.013 -0.320 -2.103  0.677
H -1.016 -0.635 -3.399  0.234
H -0.919 -1.550 -1.904  0.213
H -2.495 -1.252 -2.657  0.205
H -0.650 0.958 -1.632  0.220
H -2.309 1.183 -2.147  0.216
H -3.922 -0.356 0.841  0.238
H -4.225 0.376 -0.732  0.227
H -3.578 -1.277 -0.636  0.216
H -0.105 1.752 0.177  0.434
H 0.390 3.664 1.286  0.214
H -1.310 4.038 1.548  0.225
H -1.471 2.557 3.467  0.220
H 0.436 1.611 4.495  0.201
H 2.073 2.759 2.149  0.229
H 2.678 2.230 3.704  0.208
H 2.349 -0.062 2.976  0.397
H 3.524 -1.073 0.766  0.248
H 1.965 -1.661 1.341  0.259
H 1.752 -3.487 -0.527  0.226
H 0.201 -4.242 -3.044  0.222
H 1.147 -3.662 -4.420  0.234
H 1.902 -4.688 -3.186  0.221

Properties
Highest occupied orbital energy ... -9.072 eV
Frontier orbital gap ... 9.7 eV
E_LUMO ... 0.62 eV

=====

Which structure is most stable? run ii, by 14.4 kcal/mol over the runner-up.

=====

Run i
A cluster of 2 separate species, C4H7N2 in total. Source: OMol25; level of theory: ωB97M-V with the def2-TZVPD basis set.

Each line ends with the natural charge from an NBO analysis.
Geometry (Å):
C 2.273 -1.101 0.323  0.239
C -0.221 0.705 0.021  0.672
C 0.315 2.041 -0.075  -0.746
C -1.725 -1.289 -0.045  -0.469
N 1.530 -0.393 -0.118  -0.407
N -1.009 -0.157 -0.149  -0.258
H 2.836 -1.866 0.834  0.270
H 0.990 2.294 0.765  0.295
H -0.344 2.974 -0.156  0.315
H 0.846 1.806 -1.059  0.300
H -1.536 -1.923 0.857  0.272
H -1.195 -1.992 -0.837  0.249
H -2.760 -1.100 -0.361  0.269

Properties
Highest occupied orbital energy ... -15.609 eV
Frontier orbital gap ... 11.7 eV
Net charge ... +1
E_LUMO ... -3.88 eV

=====

Run ii
The ion C4H7N2 with charge +1. Source: OMol25; level of theory: ωB97M-V with the def2-TZVPD basis set.

Each line ends with the natural charge from an NBO analysis.
Geometry (Å):
C 0.033 0.959 0.349  0.082
C 1.237 0.752 -0.589  -0.238
C -1.860 -0.036 -0.515  -0.022
C 0.736 -1.413 0.677  0.121
N -1.414 0.711 0.404  -0.360
N 0.868 -0.173 0.500  -0.248
H 0.243 1.691 1.180  0.243
H 1.121 0.406 -1.612  0.273
H 1.824 1.525 -0.031  0.290
H -1.349 -0.188 -1.505  0.171
H -2.864 -0.156 -0.358  0.213
H 0.041 -1.980 1.358  0.253
H 1.385 -2.098 0.141  0.221

Properties
Highest occupied orbital energy ... -15.030 eV
Frontier orbital gap ... 9.5 eV
Net charge ... +1
E_LUMO ... -5.51 eV
SMILES ... C=N[C@@H]1C[N+]1=C

=====

Run iii
The ion C4H7N2 with charge +1. Source: OMol25; level of theory: ωB97M-V with the def2-TZVPD basis set.

Each line ends with the natural charge from an NBO analysis.
Geometry (Å):
C 0.394 1.642 0.870  -0.672
C 0.038 0.359 0.215  0.177
C -0.924 -0.556 0.513  -0.073
N -0.778 -1.554 -0.426  -0.436
C 0.263 -1.333 -1.213  0.246
N 0.748 -0.136 -0.853  -0.456
H 0.115 1.566 1.922  0.258
H -0.261 2.436 0.512  0.259
H 1.430 1.962 0.843  0.253
H -1.706 -0.389 1.225  0.266
H -1.322 -2.389 -0.335  0.457
H 0.402 -1.923 -2.100  0.262
H 1.602 0.315 -1.173  0.460

Properties
Highest occupied orbital energy ... -14.367 eV
Frontier orbital gap ... 10.9 eV
Net charge ... +1
E_LUMO ... -3.49 eV
SMILES ... Cc1c[nH]c[nH+]1

=====

Run iv
A cluster of 2 separate species, C4H7N2 in total. Source: OMol25; level of theory: ωB97M-V with the def2-TZVPD basis set.

Each line ends with the natural charge from an NBO analysis.
Geometry (Å):
C 1.461 0.712 1.105  0.202
C 0.153 -0.060 -2.221  0.063
C 0.802 0.759 2.283  -0.280
C -0.746 -0.552 0.057  -0.451
N 0.138 -0.111 -0.980  -0.149
N 2.011 0.550 0.095  -0.147
H 0.817 0.476 -2.851  0.240
H -0.688 -0.326 -2.757  0.209
H 0.435 1.769 2.444  0.268
H 0.928 0.047 3.082  0.280
H -0.802 -1.712 0.138  0.275
H -0.209 -0.184 1.041  0.228
H -1.745 -0.121 -0.164  0.263

Properties
Highest occupied orbital energy (alpha / beta) ... -14.797 / -15.586 eV
Frontier orbital gap (alpha / beta) ... 7.7 / 8.8 eV
Net charge ... +1
E_LUMO (alpha / beta) ... -7.14 / -6.74 eV

=====

Which structure is most stable? run iii, by 84.4 kcal/mol over the runner-up.

=====

Run i
The ion C4H7N2 with charge +1. Source: OMol25; level of theory: ωB97M-V with the def2-TZVPD basis set.

Each line ends with the natural charge from an NBO analysis.
Geometry (Å):
C 1.215 0.402 0.011  -0.456
C 0.217 -0.705 -0.464  -0.336
C -0.842 -0.112 -1.478  0.170
C 0.261 -0.196 0.884  0.498
N -0.975 1.127 -1.562  -0.577
N -0.102 -0.178 2.097  -0.601
H 2.265 0.063 0.220  0.274
H 1.194 1.368 -0.337  0.302
H 0.502 -1.797 -0.625  0.292
H -1.276 -0.873 -2.002  0.184
H -1.593 1.506 -2.162  0.375
H 0.723 0.128 2.577  0.435
H -0.669 -0.882 2.519  0.440

Properties
Highest occupied orbital energy ... -14.526 eV
Frontier orbital gap ... 9.5 eV
Net charge ... +1
E_LUMO ... -5.07 eV
SMILES ... [H]/N=C/[C@H]1CC1=[NH2+]

=====

Run ii
A structure of composition C4H7N2. Source: OMol25; level of theory: ωB97M-V with the def2-TZVPD basis set.

Each line ends with the natural charge from an NBO analysis.
Geometry (Å):
C 1.540 -0.797 0.159  0.380
C -0.884 0.703 0.073  -0.461
C -0.955 -0.828 -0.084  -0.209
C 0.494 0.646 -0.592  0.203
N 0.432 -0.809 -0.607  -0.360
N 1.726 0.514 0.142  -0.513
H 2.101 -1.590 0.627  0.253
H -1.621 1.249 -0.509  0.265
H -0.868 1.079 1.092  0.254
H -1.060 -1.414 0.829  0.234
H -1.651 -1.182 -0.841  0.244
H 0.724 1.523 -1.947  0.251
H 2.499 1.131 0.357  0.459

Properties
Highest occupied orbital energy (alpha / beta) ... -15.587 / -15.587 eV
Frontier orbital gap (alpha / beta) ... 10.6 / 10.6 eV
Net charge ... +1
E_LUMO (alpha / beta) ... -4.95 / -4.95 eV

=====

Which structure is most stable? run i, by 29.9 kcal/mol over the runner-up.

=====

Run i
The ion C4H7N2 with charge +1. Source: OMol25; level of theory: ωB97M-V with the def2-TZVPD basis set.

Each line ends with the natural charge from an NBO analysis.
Geometry (Å):
C -0.922 -1.477 0.125  0.293
C 0.955 -0.370 0.046  0.592
C -1.386 -0.099 -0.042  -0.505
C -0.092 0.758 0.033  -0.471
N 0.337 -1.604 -0.097  -0.470
N 2.230 -0.243 -0.037  -0.663
H -1.689 -2.218 0.114  0.238
H -1.749 -0.041 -1.089  0.283
H -2.209 0.227 0.574  0.272
H 0.098 1.428 0.858  0.271
H 0.267 1.101 -0.865  0.258
H 2.586 0.586 0.373  0.445
H 2.640 -1.104 -0.356  0.457

Properties
Highest occupied orbital energy ... -15.587 eV
Frontier orbital gap ... 10.3 eV
Net charge ... +1
E_LUMO ... -5.25 eV
SMILES ... [NH2+]=C1CCC=N1

=====

Run ii
A structure of composition C4H7N2. Source: OMol25; level of theory: ωB97M-V with the def2-TZVPD basis set.

Each line ends with the natural charge from an NBO analysis.
Geometry (Å):
C -1.468 0.939 -0.390  -0.276
C -2.096 0.274 0.582  0.081
C 2.537 -0.220 0.037  0.022
C -0.793 -0.358 -0.768  0.373
N 1.490 0.440 0.205  -0.640
N -1.398 -0.998 0.190  -0.520
H -1.453 1.934 -0.779  0.269
H -2.808 0.414 1.369  0.256
H 2.486 -1.176 -0.476  0.170
H 3.525 0.088 0.374  0.185
H -0.153 -0.722 -1.552  0.254
H 1.538 1.333 0.687  0.375
H -1.408 -1.950 0.521  0.451

Properties
Highest occupied orbital energy (alpha / beta) ... -14.431 / -14.430 eV
Frontier orbital gap (alpha / beta) ... 8.8 / 8.8 eV
Net charge ... +1
E_LUMO (alpha / beta) ... -5.65 / -5.65 eV

=====

Run iii
The ion C4H7N2 with charge +1. Source: OMol25; level of theory: ωB97M-V with the def2-TZVPD basis set.

Each line ends with the natural charge from an NBO analysis.
Geometry (Å):
C 1.436 0.786 -0.275  -0.273
C 1.286 1.926 0.205  0.325
C 0.682 -0.460 -0.280  -0.448
C -0.788 -0.570 0.302  -0.295
N -2.648 0.858 -0.218  -0.209
N -1.476 0.694 -0.028  -0.113
H 2.489 0.875 -0.753  0.380
H 1.338 2.995 0.512  0.301
H 0.622 -0.754 -1.368  0.275
H 1.328 -1.179 0.193  0.276
H -1.464 -1.331 -0.099  0.237
H -0.888 -0.583 1.409  0.247
H -3.264 0.022 -0.040  0.296

Properties
Highest occupied orbital energy (alpha / beta) ... -13.095 / -13.094 eV
Frontier orbital gap (alpha / beta) ... 6.1 / 6.1 eV
Net charge ... +1
E_LUMO (alpha / beta) ... -6.95 / -6.95 eV

=====

Run iv
The ion C4H7N2 with charge +1. Source: OMol25; level of theory: ωB97M-V with the def2-TZVPD basis set.

Each line ends with the natural charge from an NBO analysis.
Geometry (Å):
C -0.415 0.636 -1.181  -0.386
C -0.296 0.322 1.251  -0.232
C -1.002 -0.141 -0.072  -0.187
C 0.408 -0.584 -0.582  -0.129
N 1.936 -0.608 1.284  -0.152
N 0.929 -0.309 0.678  0.078
H -0.992 0.740 -2.147  0.295
H 0.086 1.524 -1.205  0.242
H -0.270 1.340 1.417  0.247
H -0.511 -0.173 2.301  0.277
H -2.025 -0.715 -0.095  0.301
H 0.734 -1.421 -1.257  0.283
H 2.552 -1.205 0.757  0.364

Properties
Highest occupied orbital energy ... -15.688 eV
Frontier orbital gap ... 10.1 eV
Net charge ... +1
E_LUMO ... -5.58 eV
SMILES ... [H]/N=[N+]1/C[C@H]2C[C@H]21

=====

Which structure is most stable? run i, by 74.1 kcal/mol over the runner-up.